{
  "formula": "CF4N2O",
  "method": "ωB97M-V/def2-TZVPD",
  "elements": ["C", "N", "N", "O", "F", "F", "F", "F"],
  "positions_angstrom": [[0.651547, 0.098376, 1.873054], [0.629097, -0.685977, -1.791334], [-0.422336, -0.376031, -1.891602], [1.006791, -1.019507, 1.939371], [-0.240425, 0.729778, 2.627255], [1.046322, 1.033473, 0.999668], [-1.765456, -0.865018, -1.632385], [-0.905540, 1.084906, -2.124026]],
  "forces_ev_per_angstrom": [[-0.1639, 0.8293, -0.2574], [1.1129, -1.3378, -0.0193], [-2.8455, 2.9128, 0.2966], [-0.3083, 0.9431, -0.0398], [0.2977, -0.8027, 0.0547], [0.1575, -0.9652, 0.2406], [1.3184, -0.3263, -0.2480], [0.4312, -1.2533, -0.0276]],
  "mulliken_charge": [0.650, -0.262, 0.687, -0.337, -0.156, -0.157, -0.153, -0.272],
  "e_above_lowest_ev": 3.8580,
  "mol_weight_g_mol": 132.016,
  "e_tot_ha": -622.14249,
  "homo_ev": -12.708,
  "homo_lumo_gap_ev": 11.354
}

---

{
  "formula": "FHIP",
  "method": "ωB97M-V/def2-TZVPD",
  "elements": ["F", "P", "I", "H"],
  "positions_angstrom": [[2.285434, -2.318598, -0.807009], [2.308172, -1.307840, 0.583271], [3.839416, 0.410022, -0.027038], [-0.599580, -0.113104, 0.156144]],
  "forces_ev_per_angstrom": [[0.1498, 1.6448, 2.0253], [-0.3424, -1.5866, -1.9054], [0.0401, -0.0073, -0.1350], [0.1525, -0.0510, 0.0150]],
  "mulliken_charge": [-0.279, 0.241, 0.036, 0.002],
  "e_above_lowest_ev": 0.4039,
  "mol_weight_g_mol": 177.884,
  "e_tot_ha": -739.41096,
  "homo_ev": [-10.441, -8.605],
  "homo_lumo_gap_ev": [8.944, 8.264]
}